# 1
ORCA calculation (wB97M-V/def2-TZVPD) on one molecule with the formula C5H11N in a non-equilibrium geometry.

```
17
Properties=species:S:1:pos:R:3:mulliken_charge:R:1
C 0.860 2.516 0.541 -1.012
C -0.232 1.554 0.988 -0.456
C 0.172 0.158 0.716 -0.299
C -0.620 -0.667 -0.037 -0.209
N -0.536 -2.040 -0.029 -0.414
C -0.228 -2.492 -1.590 -0.740
H 0.739 2.604 -0.554 0.236
H 0.720 3.581 0.803 0.326
H 1.787 2.089 0.908 0.304
H -1.202 1.809 0.453 0.228
H -0.662 1.695 2.040 0.318
H 1.133 -0.141 1.194 0.172
H -1.459 -0.313 -0.574 0.409
H 0.195 -2.386 0.611 0.267
H -1.057 -3.035 -1.897 0.304
H 0.544 -3.352 -1.459 0.247
H -0.156 -1.580 -2.116 0.319
```

The value obtained for the energy above the lowest of the compared OMol25 structures with the same formula, charge and spin is 2.265 eV. The calculation puts the HOMO-LUMO gap at 9.1083 eV. The max |F| comes out at 0.1057 hartree/bohr. The value obtained for the highest occupied orbital energy is -7.95 eV. As for the net charge: 0. As for the SMILES: CC/C=C/NC.

# 2
ORCA calculation (wB97M-V/def2-TZVPD) on C28H28AsN5RuS as an isolated structure.

```
64
Properties=species:S:1:pos:R:3:mulliken_spin:R:1
Ru 0.227 -0.796 0.084 0.915
S -0.084 -0.504 2.423 0.201
C -1.216 -1.712 3.048 -0.024
C -1.440 -1.784 4.425 0.004
C -2.333 -2.709 4.938 -0.006
C -3.020 -3.581 4.099 0.013
C -2.802 -3.527 2.733 -0.005
C -1.897 -2.604 2.218 0.036
As -1.509 -2.436 0.359 -0.039
C -2.738 -3.535 -0.616 -0.003
C -3.915 -2.956 -1.083 0.001
C -4.845 -3.736 -1.754 0.000
C -4.597 -5.086 -1.958 0.000
C -3.423 -5.661 -1.492 0.000
C -2.488 -4.889 -0.817 -0.001
C 0.257 -3.261 0.155 0.053
C 1.106 -3.486 1.246 -0.037
C 2.379 -3.998 1.045 0.014
C 2.815 -4.288 -0.240 -0.008
C 1.988 -4.062 -1.335 0.022
C 0.718 -3.545 -1.140 -0.037
H -0.917 -1.104 5.085 -0.003
H -2.501 -2.748 6.006 0.000
H -3.719 -4.297 4.509 0.000
H -3.328 -4.199 2.066 0.001
H -4.106 -1.900 -0.930 0.000
H -5.759 -3.289 -2.119 0.000
H -5.321 -5.693 -2.485 0.000
H -3.233 -6.714 -1.651 0.000
H -1.576 -5.342 -0.449 0.000
H 0.761 -3.274 2.250 -0.002
H 3.024 -4.179 1.895 0.000
H 3.803 -4.704 -0.392 0.000
H 2.328 -4.293 -2.336 0.000
H 0.072 -3.372 -1.992 -0.004
C 5.028 1.758 0.120 0.000
N 4.568 0.381 -0.064 0.013
C 5.557 -0.697 0.012 -0.001
C 3.299 0.096 0.013 0.019
N 2.173 -0.161 0.057 -0.049
H 5.830 1.957 -0.589 0.000
H 5.396 1.909 1.136 0.000
H 4.209 2.446 -0.074 0.000
H 6.346 -0.500 -0.713 0.000
H 5.080 -1.643 -0.232 0.000
H 5.989 -0.754 1.012 0.000
N -1.729 1.407 0.315 -0.006
N -0.336 1.215 0.019 0.006
H -1.929 2.404 0.341 0.000
H -1.864 1.031 1.249 -0.003
H 0.257 1.741 0.661 -0.002
H -0.177 1.561 -0.924 0.002
N -0.792 -0.149 -7.298 0.000
C -0.654 -0.250 -6.162 0.000
C -0.476 -0.377 -4.741 0.002
C 0.782 -0.664 -4.218 0.006
C 0.947 -0.788 -2.847 -0.108
C -0.128 -0.640 -1.962 0.076
C -1.379 -0.343 -2.511 -0.035
C -1.557 -0.212 -3.881 0.000
H 1.624 -0.787 -4.887 0.000
H 1.936 -1.019 -2.470 -0.008
H -2.232 -0.200 -1.860 0.000
H -2.535 0.013 -4.287 0.000
```

The value obtained for the energy above the lowest of the compared OMol25 structures with the same formula, charge and spin is 0.000 eV. The calculation puts the HOMO-LUMO gap (alpha / beta) at 7.3535 / 6.6738 eV. The max |F| comes out at 0.0096 hartree/bohr. The multiplicity is 2. The value obtained for the highest occupied orbital energy (alpha / beta) is -10.53 / -10.61 eV. As for the net charge: +1.

# 3
ORCA calculation (wB97M-V/def2-TZVPD) on a 2-piece molecular cluster, C11H15N overall in a non-equilibrium geometry.

```
27
Properties=species:S:1:pos:R:3:mulliken_charge:R:1
C 1.936 1.604 0.536 -1.134
C 0.520 1.779 0.997 0.659
C 0.164 2.515 2.097 -0.833
N -1.209 2.462 2.219 -0.065
C -1.759 1.704 1.227 -0.121
C -3.045 1.179 1.081 -0.711
C -3.251 0.254 0.080 -0.542
C -2.168 -0.208 -0.689 -0.547
C -0.916 0.352 -0.619 -0.613
C -0.678 1.315 0.375 0.778
H 2.606 1.807 1.358 0.363
H 2.147 2.230 -0.329 0.284
H 2.170 0.569 0.307 0.165
H 0.739 3.132 2.743 0.444
H -1.760 2.659 3.037 0.210
H -3.792 1.523 1.782 0.338
H -4.206 -0.251 0.028 0.354
H -2.395 -0.868 -1.502 0.379
H -0.082 -0.036 -1.169 0.586
C 1.732 -2.612 -1.026 -0.749
C 1.958 -3.233 -2.409 -0.965
H 0.754 -2.245 -0.732 0.285
H 1.852 -3.445 -0.312 0.344
H 2.602 -2.005 -0.779 0.192
H 1.077 -3.693 -2.824 0.301
H 2.703 -4.000 -2.347 0.319
H 2.300 -2.491 -3.131 0.280
```

The value obtained for the energy above the lowest of the compared OMol25 structures with the same formula, charge and spin is 0.652 eV. The calculation puts the HOMO-LUMO gap at 8.7884 eV. The max |F| comes out at 0.0441 hartree/bohr. The value obtained for the highest occupied orbital energy is -7.81 eV. As for the net charge: 0. As for the SMILES: Cc1c[nH]c2ccccc12.CC.

# 4
ORCA calculation (wB97M-V/def2-TZVPD) on C3H12N2O as an isolated structure in a non-equilibrium geometry.

```
18
Properties=species:S:1:pos:R:3:mulliken_charge:R:1
C 0.869 1.001 -0.569 -0.744
C -1.140 0.520 0.358 -0.736
C -2.004 0.378 -0.891 -0.965
N 1.892 0.756 0.229 -0.269
H 2.085 1.345 1.025 0.204
H 2.216 -0.232 0.288 0.346
H 0.660 0.255 -1.322 0.407
H 0.607 2.027 -0.795 0.421
H -1.641 0.037 1.208 0.391
H -1.116 1.558 0.703 0.315
H -1.983 -0.656 -1.246 0.287
H -1.651 1.010 -1.713 0.290
H -3.046 0.658 -0.711 0.343
N 0.385 -1.745 0.747 -0.674
O 1.856 -1.913 0.499 -0.491
H 1.892 -2.698 -0.059 0.317
H 0.357 -1.809 1.767 0.197
H -0.239 -0.491 0.481 0.361
```

The value obtained for the energy above the lowest of the compared OMol25 structures with the same formula, charge and spin is 5.626 eV. The calculation puts the HOMO-LUMO gap at 7.8709 eV. The max |F| comes out at 0.0288 hartree/bohr. The value obtained for the highest occupied orbital energy is -7.22 eV. As for the net charge: 0.

net charge of number 4 (C3H12N2O)?
0

Which of these has the highest energy above the lowest of the compared OMol25 structures with the same formula, charge and spin?
C3H12N2O